(1)
C22H30N2O6 | ωB97M-V/def2-TZVPD

The SMILES is CCOC(=O)C1(C[C@H]2CCCCO2)CCN(C(=O)Nc2ccc3c(c2)OCO3)CC1. The energy comes out at -1417.3075 a.u. The calculation puts the largest force on an atom at 1.3 eV/Å.

Geometry as XYZ:
```
60
C22H30N2O6 | the Open Molecules 2025 dataset | ωB97M-V/def2-TZVPD
C 0.810 2.473 1.661
C 0.121 1.731 0.525
O -0.357 0.450 0.950
C 0.550 -0.532 1.002
O 1.712 -0.374 0.734
C -0.021 -1.853 1.514
C 0.213 -1.868 3.040
C 1.679 -1.813 3.479
C 1.831 -1.160 4.859
C 3.298 -1.197 5.284
C 3.802 -2.637 5.228
C 3.527 -3.210 3.838
O 2.158 -3.148 3.511
C -1.530 -1.982 1.236
C -1.744 -2.498 -0.199
N -0.643 -2.108 -1.046
C -0.521 -0.928 -1.733
O 0.480 -0.664 -2.366
N -1.633 -0.112 -1.684
C -1.797 1.138 -2.279
C -2.869 1.918 -1.847
C -3.128 3.175 -2.383
C -2.278 3.625 -3.362
C -1.206 2.847 -3.800
C -0.940 1.603 -3.285
O -0.525 3.523 -4.776
C -1.200 4.751 -4.942
O -2.294 4.813 -4.053
C 0.570 -2.839 -0.723
C 0.714 -2.995 0.801
H 1.101 3.462 1.321
H 0.139 2.572 2.511
H 1.700 1.932 1.972
H -0.768 2.266 0.184
H 0.810 1.586 -0.313
H -0.204 -2.791 3.446
H -0.327 -1.024 3.475
H 2.278 -1.237 2.756
H 1.473 -0.130 4.818
H 1.225 -1.713 5.580
H 3.412 -0.791 6.291
H 3.887 -0.579 4.601
H 4.871 -2.683 5.439
H 3.274 -3.238 5.971
H 3.794 -4.268 3.789
H 4.115 -2.657 3.088
H -2.011 -1.015 1.386
H -1.970 -2.688 1.942
H -1.755 -3.592 -0.198
H -2.701 -2.174 -0.613
H -2.321 -0.313 -0.976
H -3.521 1.539 -1.074
H -3.958 3.771 -2.044
H -0.106 1.013 -3.620
H -0.508 5.583 -4.733
H -1.562 4.835 -5.979
H 0.543 -3.821 -1.208
H 1.405 -2.271 -1.137
H 1.767 -2.984 1.068
H 0.294 -3.942 1.144
```

Atomic partial charges in e from the Löwdin method, atoms 1 to 8: atom 1 (C): -0.05, atom 2 (C): -0.20, atom 3 (O): -0.01, atom 4 (C): -0.46, atom 5 (O): 0.13, atom 6 (C): -0.33, atom 7 (C): -0.05, atom 8 (C): -0.34

***

(2)
C22H30N4O2 | ωB97M-V/def2-TZVPD

The SMILES is OCC[C@H]1CN(Cc2ccc(Oc3ncccn3)cc2)CCN1C1CCCC1. The energy comes out at -1225.8064 a.u. The calculation puts the largest force on an atom at 1.3 eV/Å.

Geometry as XYZ:
```
58
C22H30N4O2 | the Open Molecules 2025 dataset | ωB97M-V/def2-TZVPD
O -2.659 -4.326 -0.330
C -3.151 -3.120 0.207
C -2.165 -1.962 0.063
C -2.732 -0.658 0.645
C -1.696 0.468 0.508
N -1.491 0.771 -0.895
C -0.376 1.680 -1.096
C 0.926 1.027 -0.722
C 1.199 -0.265 -1.158
C 2.389 -0.882 -0.829
C 3.331 -0.207 -0.062
O 4.469 -0.917 0.280
C 5.666 -0.344 0.314
N 5.832 0.896 -0.136
C 7.060 1.382 -0.110
C 8.138 0.653 0.365
C 7.849 -0.630 0.813
N 6.630 -1.130 0.790
C 3.067 1.077 0.389
C 1.868 1.683 0.056
C -2.726 1.278 -1.456
C -3.831 0.219 -1.321
N -3.991 -0.326 0.009
C -5.059 0.180 0.839
C -6.452 -0.223 0.287
C -7.289 1.059 0.246
C -6.632 1.961 1.287
C -5.147 1.708 1.058
H -2.428 -4.176 -1.254
H -3.338 -3.328 1.263
H -4.105 -2.844 -0.263
H -1.928 -1.807 -0.990
H -1.237 -2.209 0.582
H -2.924 -0.821 1.711
H -0.747 0.148 0.942
H -2.048 1.360 1.061
H -0.350 1.938 -2.161
H -0.503 2.620 -0.527
H 0.462 -0.782 -1.751
H 2.606 -1.887 -1.157
H 7.166 2.392 -0.485
H 9.136 1.055 0.386
H 8.614 -1.287 1.205
H 3.789 1.598 0.997
H 1.666 2.683 0.413
H -2.571 1.491 -2.517
H -3.026 2.220 -0.960
H -4.779 0.647 -1.648
H -3.584 -0.606 -1.999
H -4.929 -0.297 1.816
H -6.911 -0.955 0.950
H -6.359 -0.684 -0.694
H -7.220 1.528 -0.738
H -8.341 0.873 0.458
H -6.903 3.010 1.167
H -6.916 1.643 2.291
H -4.526 2.038 1.891
H -4.830 2.235 0.159
```

Atomic partial charges in e from the Löwdin method, atoms 1 to 8: atom 1 (O): -0.07, atom 2 (C): -0.27, atom 3 (C): -0.13, atom 4 (C): -0.29, atom 5 (C): -0.13, atom 6 (N): -0.17, atom 7 (C): -0.16, atom 8 (C): -0.23

***

(3)
C22H30N4O2 | ωB97M-V/def2-TZVPD

The SMILES is CCCCN(CC)CCNC(=O)c1cc2c(=O)n(C)c3ccccc3c2n1C. The energy comes out at -1225.8824 a.u. The calculation puts the largest force on an atom at 1.0 eV/Å.

Geometry as XYZ:
```
58
C22H30N4O2 | the Open Molecules 2025 dataset | ωB97M-V/def2-TZVPD
C -8.890 -1.228 -0.406
C -7.468 -1.189 -0.951
C -6.475 -0.678 0.089
C -5.043 -0.661 -0.465
N -4.015 -0.158 0.427
C -3.870 -0.906 1.665
C -2.416 -0.930 2.131
C -4.032 1.286 0.602
C -3.223 1.960 -0.516
N -1.924 1.345 -0.612
C -0.779 2.002 -0.326
O -0.765 3.214 -0.142
C 0.412 1.131 -0.296
C 0.439 -0.245 -0.410
C 1.779 -0.640 -0.300
C 2.324 -1.971 -0.342
O 1.664 -2.987 -0.483
N 3.706 -2.019 -0.202
C 4.296 -3.341 -0.238
C 4.510 -0.907 -0.036
C 5.895 -1.068 0.089
C 6.733 0.012 0.255
C 6.212 1.296 0.301
C 4.853 1.484 0.181
C 3.974 0.408 0.012
C 2.550 0.514 -0.124
N 1.705 1.580 -0.120
C 2.069 2.965 0.026
H -9.210 -0.233 -0.102
H -8.950 -1.885 0.458
H -9.580 -1.592 -1.163
H -7.173 -2.193 -1.267
H -7.433 -0.543 -1.831
H -6.765 0.329 0.396
H -6.517 -1.319 0.973
H -4.760 -1.681 -0.747
H -5.019 -0.052 -1.372
H -4.188 -1.934 1.476
H -4.507 -0.500 2.467
H -2.029 0.076 2.271
H -1.793 -1.438 1.401
H -2.341 -1.461 3.076
H -3.564 1.527 1.557
H -5.048 1.702 0.611
H -3.079 3.021 -0.302
H -3.739 1.857 -1.476
H -1.952 0.337 -0.614
H -0.375 -0.924 -0.560
H 3.474 -4.044 -0.371
H 4.810 -3.566 0.698
H 4.988 -3.439 -1.076
H 6.331 -2.052 0.057
H 7.796 -0.148 0.349
H 6.865 2.146 0.431
H 4.473 2.488 0.218
H 2.564 3.129 0.985
H 1.158 3.562 -0.004
H 2.724 3.276 -0.789
```

Atomic partial charges in e from the Löwdin method, atoms 1 to 8: atom 1 (C): -0.12, atom 2 (C): -0.28, atom 3 (C): -0.21, atom 4 (C): -0.20, atom 5 (N): -0.20, atom 6 (C): -0.26, atom 7 (C): -0.08, atom 8 (C): -0.17

***

(4)
C22H30N4O4 | ωB97M-V/def2-TZVPD

The SMILES is CC[C@@H](C)[C@H](NC(=O)OC(C)(C)C)C(=O)N/N=C/c1ccc2cc(OC)ccc2n1. The energy comes out at -1376.3457 a.u. The calculation puts the largest force on an atom at 1.3 eV/Å.

Geometry as XYZ:
```
60
C22H30N4O4 | the Open Molecules 2025 dataset | ωB97M-V/def2-TZVPD
C -4.045 -3.664 1.304
C -4.354 -2.291 1.889
C -4.491 -1.181 0.840
C -4.837 0.136 1.534
C -3.188 -1.043 0.031
N -3.029 0.259 -0.582
C -2.065 1.131 -0.205
O -1.295 0.940 0.706
O -2.117 2.217 -0.996
C -1.188 3.309 -0.802
C 0.249 2.827 -1.007
C -1.571 4.319 -1.885
C -1.369 3.919 0.587
C -3.132 -2.049 -1.118
O -4.100 -2.484 -1.700
N -1.872 -2.379 -1.525
N -0.772 -1.871 -0.958
C 0.376 -2.158 -1.426
C 1.579 -1.602 -0.842
C 1.511 -0.667 0.220
C 2.675 -0.165 0.724
C 3.911 -0.589 0.186
C 5.151 -0.120 0.656
C 6.320 -0.571 0.091
O 7.571 -0.193 0.460
C 7.711 0.733 1.510
C 6.274 -1.509 -0.970
C 5.086 -1.975 -1.443
C 3.867 -1.531 -0.880
N 2.715 -2.011 -1.369
H -4.756 -3.915 0.522
H -4.103 -4.422 2.082
H -3.044 -3.694 0.879
H -5.294 -2.351 2.443
H -3.570 -2.012 2.597
H -5.294 -1.447 0.145
H -5.066 0.915 0.812
H -5.703 0.002 2.177
H -4.000 0.468 2.145
H -2.317 -1.168 0.682
H -3.636 0.515 -1.344
H 0.346 2.339 -1.975
H 0.523 2.117 -0.232
H 0.928 3.674 -0.969
H -1.464 3.869 -2.868
H -0.930 5.193 -1.822
H -2.606 4.627 -1.757
H -1.112 3.192 1.352
H -0.725 4.788 0.693
H -2.403 4.226 0.728
H -1.791 -3.008 -2.331
H 0.518 -2.824 -2.283
H 0.544 -0.367 0.591
H 2.668 0.555 1.531
H 5.149 0.594 1.466
H 8.783 0.883 1.631
H 7.291 0.347 2.444
H 7.237 1.690 1.266
H 7.215 -1.836 -1.384
H 5.042 -2.689 -2.249
```

Atomic partial charges in e from the Löwdin method, atoms 1 to 8: atom 1 (C): -0.09, atom 2 (C): -0.22, atom 3 (C): -0.33, atom 4 (C): -0.06, atom 5 (C): -0.21, atom 6 (N): 0.14, atom 7 (C): -0.55, atom 8 (O): 0.07

***

Listing energy above the lowest of the compared OMol25 structures with the same formula, charge and spin for the structures above in their given order: 30.11, 76.21, 28.51, 56.92 kcal/mol.